Entry 1:
# C26H40N6S4Ti

A molecular structure, C26H40N6S4Ti (the ωB97M-V functional and the def2-TZVPD basis, the OMol25 dataset).

Output
Energy above the lowest of the compared OMol25 structures with the same formula, charge and spin   131.8 kJ/mol
E_LUMO   -13.33 eV
Frontier orbital gap   5.764 eV

```
! RIJCOSX wB97M-V def2-TZVPD def2/J DEFGRID3
* xyz 4 1
Ti 0.0571 -0.2157 0.3090
C -0.9827 -3.4921 -2.4870
C -0.4521 -2.5595 -1.4526
N -0.9985 -1.4393 -1.0788
C -2.3078 -1.0049 -1.6464
C -3.2596 -0.5905 -0.5234
N -2.6771 0.3018 0.4609
C -2.5941 1.7356 0.2261
C -1.5687 2.3270 1.1735
N -0.1715 1.8037 0.9551
C 0.6707 2.1081 2.1416
C 2.0289 1.4564 1.9768
N 1.8417 0.1298 1.3599
C 2.7222 -0.8026 1.5052
C 3.9517 -0.6667 2.3278
C 2.3921 -2.0331 0.7408
C 3.1914 -3.1631 0.6109
C 2.7536 -4.1948 -0.2134
C 1.5605 -4.0539 -0.9177
C 0.8216 -2.8852 -0.7540
N 1.2264 -1.9244 0.0889
H -1.5071 -2.9724 -3.2828
H -1.6805 -4.1959 -2.0260
H -0.1810 -4.0774 -2.9327
H -2.7543 -1.8084 -2.2311
H -2.1083 -0.1624 -2.3184
H -3.6266 -1.4756 0.0131
H -4.1331 -0.0990 -0.9604
H -1.8617 -0.1231 0.8965
H -3.5718 2.1797 0.4449
H -2.3700 1.9709 -0.8187
H -1.8230 2.0619 2.2065
H -1.5372 3.4180 1.1035
H 0.2688 2.3070 0.1467
H 0.1436 1.6997 3.0164
H 0.7636 3.1936 2.2590
H 2.5394 1.3723 2.9427
H 2.6717 2.0347 1.2984
H 4.5367 0.1955 2.0049
H 4.5831 -1.5456 2.2901
H 3.6730 -0.4945 3.3713
H 4.1304 -3.2475 1.1359
H 3.3444 -5.0934 -0.3197
H 1.2223 -4.8373 -1.5757
C 3.0563 3.0022 -1.6937
C 3.3664 1.5442 -1.4119
S 2.1305 0.2181 -1.5737
C 1.6038 0.2880 -3.2986
C 0.8072 1.4927 -3.7267
S -0.5295 1.8137 -2.5751
C -0.6216 3.6263 -2.5596
C 0.6493 4.3954 -2.2400
S 1.6357 3.7602 -0.8649
H 2.9520 3.1649 -2.7646
H 3.9433 3.5686 -1.3911
H 3.7582 1.4078 -0.4005
H 4.1698 1.2249 -2.0846
H 1.0373 -0.6367 -3.4520
H 2.5000 0.2003 -3.9189
H 0.3945 1.3087 -4.7208
H 1.4285 2.3765 -3.7963
H -1.4117 3.8644 -1.8454
H -1.0012 3.9348 -3.5375
H 0.3655 5.4183 -1.9798
H 1.2931 4.4834 -3.1155
S -0.5163 -1.1241 2.4883
C -2.1972 -1.5002 2.9137
N -2.7216 -0.7997 3.9502
C -3.9187 -1.0638 4.4971
C -4.6912 -2.0906 3.9933
C -4.1885 -2.8389 2.9396
C -2.9354 -2.5472 2.4006
H -2.1541 -0.0613 4.3712
H -4.2048 -0.4404 5.3332
H -5.6526 -2.3040 4.4386
H -4.7602 -3.6674 2.5438
H -2.5151 -3.1565 1.6144
*
```


Entry 2:
# C5H4O2

2 unconnected molecules or ions with the total composition C5H4O2 (the ωB97M-V functional and the def2-TZVPD basis, the OMol25 dataset).

Output
Energy above the lowest of the compared OMol25 structures with the same formula, charge and spin   401.6 kJ/mol
SMILES   C#CC#C.O=CO
E_LUMO   0.74 eV
Frontier orbital gap   10.427 eV

```
! RIJCOSX wB97M-V def2-TZVPD def2/J DEFGRID3
* xyz 0 1
C 2.9899 0.3736 -0.0095
C -2.1013 0.3938 0.2911
C -2.6736 1.4535 0.1804
O 3.6652 1.3484 -0.0175
H 3.3228 -0.5612 0.4631
H -3.1730 2.3716 0.0564
O 1.9832 0.0288 -0.9745
C -1.7195 -0.9378 0.2810
C -1.9681 -2.1115 0.5381
H 1.9893 0.6908 -1.6913
H -2.3147 -3.0500 0.8827
*
```


Entry 3:
# C46H46O5PRuS2Se

A molecular structure, C46H46O5PRuS2Se (the ωB97M-V functional and the def2-TZVPD basis, the OMol25 dataset).

Output
E_LUMO (spin up / spin down)   -9.15 / -10.23 eV
Frontier orbital gap (spin up / spin down)   5.833 / 4.750 eV

```
! RIJCOSX wB97M-V def2-TZVPD def2/J DEFGRID3
* xyz 3 5
Ru -0.8752 -0.0467 0.8851
C 6.6993 1.0477 4.9480
C 5.5705 0.7993 3.9943
C 5.6293 -0.2301 3.0589
C 4.5829 -0.4550 2.1779
C 3.4772 0.3850 2.2278
C 3.3812 1.4189 3.1582
C 4.4277 1.6101 4.0351
S 2.2462 0.0624 1.0345
O 0.8826 0.4408 1.7878
C 2.3737 1.3052 -0.1955
C 2.2995 2.6749 0.1479
C 2.3205 3.5988 -0.8503
C 2.4112 3.2044 -2.2128
C 2.4455 4.1663 -3.2482
C 2.5227 3.7767 -4.5568
C 2.5616 2.4073 -4.8903
C 2.5298 1.4531 -3.9111
C 2.4625 1.8274 -2.5453
C 2.4345 0.8634 -1.4964
C 2.4931 -0.5948 -1.8317
C 3.7605 -1.1576 -2.1737
C 4.9470 -0.3775 -2.1654
C 6.1465 -0.9417 -2.4917
C 6.2301 -2.3060 -2.8461
C 5.1081 -3.0838 -2.8547
C 3.8521 -2.5317 -2.5143
C 2.6841 -3.3343 -2.5064
C 1.4772 -2.8062 -2.1709
C 1.3978 -1.4292 -1.8433
S -0.2085 -0.9373 -1.2981
O -0.3373 0.5828 -1.1921
C -1.3407 -1.5603 -2.4588
C -1.3810 -0.9955 -3.7309
C -2.2834 -1.5126 -4.6402
C -3.1207 -2.5817 -4.3058
C -4.0859 -3.1428 -5.3048
C -3.0522 -3.1189 -3.0171
C -2.1715 -2.6109 -2.0799
H 7.4649 0.2792 4.8732
H 6.3371 1.0772 5.9758
H 7.1631 2.0133 4.7398
H 6.4989 -0.8729 3.0257
H 4.6324 -1.2657 1.4608
H 2.5005 2.0450 3.2118
H 4.3686 2.4039 4.7691
H 2.2229 2.9810 1.1816
H 2.2710 4.6544 -0.6152
H 2.4145 5.2170 -2.9896
H 2.5568 4.5199 -5.3418
H 2.6252 2.1127 -5.9290
H 2.5714 0.4053 -4.1794
H 4.9026 0.6705 -1.9027
H 7.0443 -0.3384 -2.4853
H 7.1883 -2.7315 -3.1109
H 5.1637 -4.1308 -3.1229
H 2.7623 -4.3794 -2.7766
H 0.5900 -3.4246 -2.1796
H -0.7265 -0.1753 -3.9996
H -2.3349 -1.0907 -5.6354
H -3.9107 -2.7426 -6.3006
H -5.1111 -2.9019 -5.0179
H -4.0085 -4.2290 -5.3482
H -3.6972 -3.9468 -2.7517
H -2.1241 -3.0210 -1.0778
C -8.0610 2.5671 1.0134
C -6.6035 2.3442 1.2304
C -5.8947 1.3971 0.4692
C -4.5519 1.1777 0.6421
C -3.8491 0.1718 -0.2223
C -3.8656 1.9395 1.6345
Se -2.0723 1.7785 1.9708
C -4.5616 2.9184 2.4184
C -3.9206 3.7733 3.4738
C -5.9112 3.0815 2.1916
H -8.4632 1.9305 0.2297
H -8.2451 3.6098 0.7460
H -8.6124 2.3784 1.9368
H -6.4299 0.8385 -0.2888
H -4.5392 -0.2726 -0.9383
H -3.4599 -0.6636 0.3753
H -3.0388 0.6292 -0.7945
H -2.8497 3.6303 3.5914
H -4.3889 3.5732 4.4385
H -4.0924 4.8248 3.2431
H -6.4519 3.8151 2.7784
C -3.9935 -1.1892 3.3291
O -2.5774 -1.3370 3.6111
P -1.4688 -1.5744 2.5364
O -1.8041 -2.8505 1.6898
C -2.0240 -4.1579 2.3231
O -0.2017 -1.9170 3.3692
C 0.2374 -1.2459 4.5886
H -4.4839 -1.1645 4.2961
H -4.3444 -2.0421 2.7511
H -4.1646 -0.2563 2.7939
H -2.5257 -4.7669 1.5797
H -2.6480 -4.0449 3.2068
H -1.0589 -4.5806 2.5852
H 1.0188 -1.8761 4.9980
H -0.5959 -1.1702 5.2810
H 0.6340 -0.2680 4.3253
*
```


Entry 4:
# C5H10O

2 unconnected molecules or ions with the total composition C5H10O (the ωB97M-V functional and the def2-TZVPD basis, the OMol25 dataset).

Output
Energy above the lowest of the compared OMol25 structures with the same formula, charge and spin   161.0 kJ/mol
SMILES   C[C@H]1CCC1=O.[H][H]
E_LUMO   0.95 eV
Frontier orbital gap   10.436 eV

```
! RIJCOSX wB97M-V def2-TZVPD def2/J DEFGRID3
* xyz 0 1
C 1.2910 -0.9776 0.3033
C 0.3226 0.1874 0.4226
C 0.6138 1.5091 -0.3435
C -0.8273 1.5203 -0.9164
C -0.9767 0.0972 -0.3810
O -1.7519 -0.7967 -0.5988
H 0.8646 -1.8820 0.7485
H 1.5115 -1.1932 -0.7484
H 2.2361 -0.7551 0.8103
H 0.0837 0.3875 1.4761
H 0.8924 2.3677 0.2714
H 1.3709 1.3693 -1.1213
H -1.5001 2.2177 -0.4053
H -0.9544 1.6361 -1.9964
H -1.5412 -3.0997 1.5068
H -1.6350 -2.5880 0.9721
*
```


Entry 5:
# C5H9N3

A molecular structure, C5H9N3 (the ωB97M-V functional and the def2-TZVPD basis, the OMol25 dataset).

Output
Energy above the lowest of the compared OMol25 structures with the same formula, charge and spin   538.7 kJ/mol
E_LUMO   0.99 eV
Frontier orbital gap   9.513 eV

```
! RIJCOSX wB97M-V def2-TZVPD def2/J DEFGRID3
* xyz 0 1
C 1.4371 -0.0192 0.4323
C -0.0808 -0.2390 0.6569
C -1.7166 -1.2584 -0.2059
C -0.8886 0.7706 0.0761
C -0.2517 1.8973 -0.1502
H 2.6012 -0.9033 -1.2206
H 1.3415 -1.7707 -0.4436
H 1.7728 0.9893 0.3147
H 2.2979 -0.1957 1.4738
H -0.2337 -0.3356 1.8722
H -2.6705 -1.9387 -0.4347
H -2.7147 0.2635 -1.1234
H -0.6393 2.8448 -0.8297
H 0.7751 2.0457 0.3129
N 1.7413 -0.7870 -0.9279
N -0.6165 -1.5014 0.3988
N -2.1543 0.1379 -0.2015
*
```


Number 1: F_max 1.148 eV/Å. Number 2: F_max 3.441 eV/Å. Number 3: F_max 0.563 eV/Å. Number 4: F_max 0.609 eV/Å. Number 5: F_max 10.850 eV/Å.